{"formula": "C3H8OS", "method": "ωB97M-V/def2-TZVPD", "species": ["C", "C", "S", "C", "O", "H", "H", "H", "H", "H", "H", "H", "H"], "coordinates": [[-1.726, 1.132, 0.705], [-0.979, 0.836, -0.574], [0.661, 0.486, -0.415], [1.931, -0.688, 0.397], [1.336, 1.662, -0.025], [-1.948, 0.312, 1.458], [-1.088, 1.907, 1.289], [-2.811, 1.611, 0.479], [-1.529, -0.288, -1.044], [0.918, 0.341, -1.882], [1.564, -1.718, 0.141], [2.855, -0.653, -0.048], [1.964, -0.429, 1.465]], "atomic_forces_ev_per_a": [[-1.22, 2.12, 1.77], [-2.43, -5.17, -0.36], [0.75, -0.87, -3.69], [-3.85, -1.89, 0.20], [1.52, 3.31, 1.47], [0.38, 0.54, -1.15], [-1.35, -0.98, -0.86], [2.69, -0.93, 0.33], [1.78, 3.30, 0.77], [-0.43, -0.77, 2.29], [0.17, 0.64, 0.93], [2.17, 0.96, -1.25], [-0.19, -0.27, -0.45]], "nbo_charge": [-0.69, -0.63, 1.54, -0.79, -0.99, 0.21, 0.22, 0.23, 0.18, 0.04, 0.21, 0.23, 0.24], "mol_weight_g_mol": 92.16, "charge": 0, "homo_energy_ev": -8.5690, "relative_energy_kcal_mol": 124.0, "total_energy_ev": -16117.8600, "spin_multiplicity": 1, "lumo_energy_ev": 0.45}


{"formula": "C3H8OS", "method": "ωB97M-V/def2-TZVPD", "species": ["O", "C", "C", "S", "H", "H", "H", "H", "C", "H", "H", "H", "H"], "coordinates": [[-0.340, 1.810, -2.494], [-1.087, 0.725, -2.241], [-1.689, 0.569, -0.887], [-2.036, 1.844, 0.078], [-0.928, 2.587, -2.367], [-1.795, 0.440, -3.094], [-0.313, -0.021, -2.297], [-1.814, -0.356, -0.307], [0.323, -0.158, 1.691], [0.242, -1.180, 1.708], [-0.356, 0.299, 2.455], [0.106, 0.072, 0.614], [1.267, 0.015, 2.039]], "atomic_forces_ev_per_a": [[-0.49, 3.46, -0.08], [-0.40, -3.39, -0.94], [-0.72, 1.68, 1.90], [0.00, -0.24, -0.91], [0.75, -0.23, -0.06], [0.35, 0.43, 1.16], [0.05, -1.23, 0.01], [0.08, -0.30, -1.30], [-2.63, 1.42, -0.82], [-0.56, -2.76, 0.45], [0.17, -0.33, -1.15], [0.60, 0.56, 1.47], [2.79, 0.94, 0.28]], "nbo_charge": [-0.68, -0.14, -0.29, 0.03, 0.47, 0.19, 0.20, 0.22, -0.84, 0.20, 0.22, 0.21, 0.21], "mol_weight_g_mol": 92.16, "charge": 0, "homo_energy_ev": -8.9757, "relative_energy_kcal_mol": 42.4, "total_energy_ev": -16121.3994, "spin_multiplicity": 1, "lumo_energy_ev": -0.43}


{"formula": "C3H8OS", "method": "ωB97M-V/def2-TZVPD", "species": ["C", "O", "H", "H", "C", "C", "S", "H", "H", "H", "H", "H", "H"], "coordinates": [[2.501, -2.387, 1.516], [2.381, -1.330, 2.052], [3.158, -2.602, 0.626], [1.992, -3.320, 1.793], [-0.983, 1.986, -1.210], [-1.464, 0.937, -0.231], [-0.321, -0.483, -0.479], [0.150, 2.273, -1.032], [-1.035, 1.480, -2.248], [-1.534, 2.922, -1.346], [-2.471, 0.578, -0.210], [-1.113, 1.361, 0.711], [-1.261, -1.416, 0.058]], "atomic_forces_ev_per_a": [[0.57, -0.84, -1.09], [0.01, 0.07, 0.13], [-0.09, 0.71, 0.38], [-0.47, 0.06, 0.61], [1.40, -0.34, -2.94], [2.50, 0.85, 0.93], [-1.86, -1.51, 0.70], [-2.29, -0.72, -0.20], [0.34, 0.99, 1.30], [-0.15, -0.23, 0.63], [-0.53, 0.30, -0.29], [-0.92, -0.37, 0.53], [1.48, 1.01, -0.69]], "nbo_charge": [0.29, -0.48, 0.09, 0.10, -0.63, -0.51, -0.08, 0.22, 0.21, 0.22, 0.22, 0.21, 0.13], "mol_weight_g_mol": 92.16, "charge": 0, "homo_energy_ev": -8.9322, "relative_energy_kcal_mol": 36.0, "total_energy_ev": -16121.6778, "spin_multiplicity": 1, "lumo_energy_ev": 0.74}


{"formula": "C3H8OS", "method": "ωB97M-V/def2-TZVPD", "species": ["C", "C", "C", "H", "H", "H", "H", "H", "H", "H", "H", "O", "S"], "coordinates": [[1.072, 0.926, -0.513], [0.444, -0.201, 0.302], [-1.029, -0.164, 0.665], [0.544, 1.976, -0.193], [1.025, 0.873, -1.904], [2.516, 0.915, 0.079], [1.009, -0.110, 1.270], [0.108, -1.179, -1.114], [-1.056, -1.163, 1.480], [-0.759, 0.671, 1.595], [-2.367, -1.355, -0.638], [0.886, -1.261, -0.577], [-2.392, 0.072, -0.452]], "atomic_forces_ev_per_a": [[1.63, 3.98, -0.50], [2.42, 0.82, -1.71], [2.73, -0.34, 6.59], [1.71, -2.12, -0.87], [0.28, -0.06, 4.81], [-4.25, 0.34, -2.41], [-0.58, -1.07, -0.84], [-0.32, -0.89, -1.53], [-0.70, 2.58, -2.64], [-2.18, -1.55, -2.66], [-0.52, 2.04, -0.16], [-0.85, -1.24, 1.91], [0.63, -2.49, 0.00]], "nbo_charge": [-0.59, -0.03, -0.63, 0.19, 0.24, 0.20, 0.20, 0.45, 0.25, 0.25, 0.15, -0.70, 0.03], "mol_weight_g_mol": 92.16, "charge": 0, "homo_energy_ev": -9.6381, "relative_energy_kcal_mol": 123.7, "total_energy_ev": -16117.8752, "spin_multiplicity": 1, "lumo_energy_ev": 0.42}